{"formula": "C5H14N2O", "method": "ωB97M-V/def2-TZVPD", "lumo_ev": 0.652, "homo_lumo_gap_ev": 8.49, "smiles": "C/C(=C\\N)CCN.O", "e_homo_ha": -0.288, "relative_energy_kj_mol": 217.38, "elements": ["O", "N", "N", "C", "C", "C", "C", "C", "H", "H", "H", "H", "H", "H", "H", "H", "H", "H", "H", "H", "H", "H"], "coordinates": [[-2.2419, -2.5352, 0.4568], [0.3763, -1.9906, -1.7261], [-0.9427, 1.8949, 1.3615], [0.8791, -0.6278, 0.7456], [0.1850, 2.4135, 0.6050], [0.4191, -0.5840, -1.6674], [0.4744, 0.0778, -0.5113], [0.7107, 1.5708, -0.5676], [1.5683, -0.0002, 1.3199], [-2.5700, -2.1146, 1.2574], [-0.4560, -2.3929, -1.3201], [-1.7458, -3.3080, 0.7639], [0.0609, -0.7228, 1.4795], [-0.6268, 1.4815, 2.2251], [-0.0221, 3.4237, 0.2346], [1.2162, -1.6471, 0.5869], [0.5148, -0.0992, -2.6357], [0.9739, 2.6763, 1.3047], [0.3286, 1.9953, -1.4948], [-1.4718, 1.2017, 0.8523], [1.7891, 1.7130, -0.6548], [0.5807, -2.4260, -2.6154]], "forces_ev_per_a": [[0.21, -0.30, 0.00], [0.02, -0.44, 0.03], [-0.16, 0.22, 0.12], [-1.26, 0.27, 1.18], [0.28, 0.71, 0.04], [-0.08, -0.61, -0.18], [1.11, 0.25, -0.51], [-0.02, 0.10, -0.05], [0.46, -0.23, -0.34], [0.02, 0.01, -0.01], [0.02, 0.04, 0.10], [-0.18, 0.25, -0.02], [-0.11, -0.08, -0.32], [-0.07, -0.14, -0.03], [-0.47, -0.13, -0.30], [0.42, 0.07, -0.22], [-0.29, 0.30, 0.14], [0.29, -0.55, 0.30], [-0.27, -0.22, -0.11], [0.02, -0.02, -0.11], [0.22, 0.12, 0.23], [-0.15, 0.37, 0.06]]}

{"formula": "C26H57FN6O6", "method": "ωB97M-V/def2-TZVPD", "lumo_ev": 0.145, "homo_lumo_gap_ev": 8.46, "smiles": "CNC[C@H](C#N)[C@H](C#N)[C@H](C)F.COCCNCCOC.COCCNCCOC.COCCNCCOC", "e_homo_ha": -0.305, "elements": ["F", "O", "O", "O", "O", "O", "O", "N", "N", "N", "N", "N", "N", "C", "C", "C", "C", "C", "C", "C", "C", "C", "C", "C", "C", "C", "C", "C", "C", "C", "C", "C", "C", "C", "C", "C", "C", "C", "C", "H", "H", "H", "H", "H", "H", "H", "H", "H", "H", "H", "H", "H", "H", "H", "H", "H", "H", "H", "H", "H", "H", "H", "H", "H", "H", "H", "H", "H", "H", "H", "H", "H", "H", "H", "H", "H", "H", "H", "H", "H", "H", "H", "H", "H", "H", "H", "H", "H", "H", "H", "H", "H", "H", "H", "H", "H"], "coordinates": [[-4.4544, -4.5483, 0.4389], [8.4301, 5.0330, 1.8165], [0.5667, -6.9622, -4.9976], [0.4343, 2.2763, 3.0893], [-1.1252, 6.3238, 4.3781], [-3.5060, -5.4264, -3.7611], [4.1358, 4.9044, 0.3962], [5.5503, 5.5677, 2.9698], [-6.0751, -1.8201, 1.7082], [-3.2647, 0.3272, 1.3449], [-1.9147, -6.0121, -6.4133], [-1.3762, 3.3124, 5.2602], [-1.5905, -2.7991, 0.0886], [6.8516, 6.0260, 3.4708], [7.6538, 4.6074, 0.7047], [-2.3362, 5.5806, 4.5246], [-4.9052, -2.3751, -0.9710], [7.9732, 6.2375, 2.4336], [4.8995, 6.5205, 2.0636], [-1.7862, 2.5543, 4.0727], [-2.2556, 4.4469, 5.5671], [-0.1797, 5.7436, 3.4895], [-4.6335, -3.9873, -0.9527], [-2.3430, -6.0248, -3.2049], [-2.1478, -2.2022, -1.1837], [-3.5352, -0.3222, 0.2332], [1.5912, 2.2169, 3.9166], [3.8235, 3.5676, 0.7724], [-6.0551, -4.6896, -1.4893], [-0.6986, -3.9616, -0.3732], [0.5464, -6.2671, -6.2515], [-0.6403, -5.2920, -6.3124], [-3.2498, -4.5013, -4.8190], [-3.5790, -1.4236, -1.0254], [-3.0911, -5.1595, -6.2047], [3.6974, 5.8793, 1.3518], [-5.6818, -2.0207, 0.4672], [0.2498, -8.3449, -5.1156], [-0.6890, 1.5712, 3.6341], [7.7186, 6.9915, 1.6814], [1.4580, 2.8261, 4.8115], [0.8609, -8.8238, -5.8896], [-2.7008, 1.9952, 4.2998], [-2.3274, -3.1588, 0.7327], [2.4342, 2.6169, 3.3509], [-0.2707, -3.7963, -1.4641], [-0.8090, -8.4809, -5.3394], [7.1941, 5.2667, 4.1866], [-3.2637, 4.0706, 5.7711], [0.4226, 6.5464, 3.0588], [6.8722, 3.9213, 1.0407], [-0.5252, -4.6387, -7.1845], [2.9762, 5.4649, 2.0661], [0.2607, -3.9734, 0.3366], [-3.0807, 6.2991, 4.8888], [7.2184, 5.4436, 0.1524], [-0.6065, -4.6728, -5.4110], [0.5018, 5.0957, 4.0466], [-3.6946, -0.7426, -1.9995], [0.4633, -8.8251, -4.1593], [1.4731, -5.6835, -6.2953], [-1.4756, -5.3608, -3.2322], [0.5525, -6.9534, -7.1064], [-2.7059, 5.2374, 3.5528], [-1.3585, -1.3775, -1.5334], [2.7645, 3.4713, 1.0390], [-2.4160, -3.8379, -4.5666], [-4.1367, -3.8579, -4.8690], [-1.9900, 3.2206, 3.2292], [-0.6538, 5.1912, 2.6747], [-0.3998, 0.8958, 4.4479], [-6.3735, -4.0741, -2.4541], [-1.9334, -6.7501, -5.7164], [5.6932, 4.6902, 2.4798], [5.5929, 6.8696, 1.2927], [-5.8373, -5.7904, -1.8524], [3.1800, 6.6590, 0.7813], [8.3028, 4.0466, 0.0286], [-3.9700, -5.7948, -6.3781], [-5.6703, -2.0491, -1.8144], [-0.4379, 3.6719, 5.1152], [-3.8129, -4.3703, -1.6981], [-1.8877, 4.8797, 6.5071], [-6.9039, -4.6328, -0.6591], [-2.5528, -6.2772, -2.1632], [-1.0871, 0.9518, 2.8223], [1.8205, 1.1825, 4.1983], [6.7079, 6.9496, 4.0416], [-1.3229, -4.9612, -0.3059], [8.8392, 6.6383, 2.9745], [4.4487, 3.2446, 1.6058], [-3.1100, -4.3839, -6.9778], [4.0264, 2.9184, -0.0810], [-2.1253, -6.9617, -3.7238], [-2.1892, -2.9721, -2.0954], [4.5568, 7.3883, 2.6382]], "forces_ev_per_a": [[0.27, 1.65, -3.10], [-0.29, 0.50, -0.11], [-0.12, -0.30, -0.49], [0.30, -0.24, 0.49], [-0.30, -0.35, -0.29], [0.31, 0.44, -0.09], [-0.31, -0.20, 0.47], [0.06, 0.28, -0.16], [3.56, -1.89, -11.99], [-2.67, -5.94, -10.69], [0.07, 0.36, 0.15], [-0.21, 0.07, -0.20], [-0.20, -0.98, -2.15], [0.03, -0.43, -0.19], [0.25, -0.28, 0.22], [-0.13, 0.17, 0.51], [-0.81, 0.59, 2.51], [0.22, -0.15, 0.50], [-0.30, -0.69, 0.03], [0.66, -0.21, 0.24], [0.47, 0.10, -0.04], [0.10, 0.27, 0.32], [-2.71, -1.40, -0.42], [-0.27, -0.32, 0.00], [0.34, 1.33, -0.33], [2.97, 3.23, 7.95], [-0.25, 0.01, -0.37], [-0.01, 0.29, -0.26], [0.64, 0.43, -0.39], [0.81, -0.20, 0.90], [-0.08, 0.62, 0.33], [0.05, -0.75, -0.03], [-0.50, -0.04, -0.34], [0.30, 1.75, -0.36], [0.03, -0.42, 0.24], [0.49, 0.48, -0.25], [-2.08, 0.83, 8.85], [0.21, 0.26, 0.16], [-0.62, 0.28, -0.44], [-0.14, -0.13, -0.11], [0.11, -0.07, 0.22], [-0.13, 0.01, 0.04], [0.08, 0.06, -0.03], [0.63, 0.30, -0.97], [-0.10, 0.00, -0.02], [-1.11, -0.27, 2.26], [-0.08, -0.18, -0.15], [0.05, 0.18, -0.13], [0.02, 0.00, -0.13], [-0.12, 0.06, 0.04], [-0.17, 0.08, -0.21], [-0.04, -0.05, 0.06], [0.20, -0.13, -0.01], [-2.20, -0.34, -1.50], [0.14, -0.04, -0.01], [-0.07, -0.01, 0.09], [0.22, 0.15, 0.02], [0.04, -0.17, -0.22], [0.30, -1.47, 2.19], [0.02, 0.13, -0.04], [-0.09, -0.03, -0.03], [0.01, -0.03, -0.11], [-0.18, -0.02, 0.18], [0.19, -0.10, -0.05], [-1.76, -1.68, 0.70], [0.10, -0.04, 0.04], [0.17, -0.16, 0.05], [0.03, -0.11, 0.02], [-0.09, -0.15, -0.20], [-0.01, -0.08, 0.08], [0.09, 0.25, 0.03], [0.52, -1.37, 2.05], [0.05, 0.10, -0.17], [-0.07, 0.17, 0.07], [-0.11, 0.18, -0.15], [-0.51, 2.26, 1.00], [0.04, -0.04, 0.07], [0.06, 0.09, 0.08], [0.08, 0.20, 0.09], [1.80, -0.99, 1.74], [-0.16, -0.10, 0.02], [-1.28, 1.02, 1.93], [-0.12, 0.03, -0.18], [1.98, -0.13, -1.83], [-0.07, 0.06, -0.01], [-0.01, 0.09, 0.13], [-0.01, 0.11, 0.06], [-0.01, 0.03, -0.12], [1.58, 1.78, -0.28], [-0.08, -0.11, -0.06], [-0.06, -0.15, 0.19], [0.08, 0.03, 0.10], [0.02, 0.13, 0.01], [0.26, 0.06, 0.08], [-0.37, 1.52, 1.91], [0.04, -0.07, -0.01]]}

{"formula": "C23H20Cl3FN10NiO4S", "method": "ωB97M-V/def2-TZVPD", "s_squared": 2.01, "lumo_ev": [-0.942, -0.975], "homo_lumo_gap_ev": [7.36, 7.30], "e_homo_ha": [-0.305, -0.304], "relative_energy_kj_mol": 83.77, "multiplicity": 3, "elements": ["Ni", "Cl", "Cl", "Cl", "S", "F", "O", "O", "O", "O", "N", "N", "N", "N", "N", "N", "N", "N", "N", "N", "C", "C", "C", "C", "C", "C", "C", "C", "C", "C", "C", "C", "C", "C", "C", "C", "C", "C", "C", "C", "C", "C", "C", "H", "H", "H", "H", "H", "H", "H", "H", "H", "H", "H", "H", "H", "H", "H", "H", "H", "H", "H", "H"], "coordinates": [[0.0450, -0.3376, -0.3859], [1.2197, -2.7809, -5.1273], [3.6224, -1.2079, -4.7283], [1.1692, 0.0840, -5.6127], [2.4533, -0.0517, 0.5370], [2.7248, 1.8234, -3.6784], [-0.1705, 1.4970, 0.5754], [0.8488, 3.4279, 0.9682], [1.6457, 3.4147, -5.7064], [-1.4693, 5.0364, -2.8136], [1.9879, -0.8024, 3.0335], [0.1249, 4.2277, -4.2182], [-1.5559, -0.5077, 1.3845], [-2.7366, 1.1668, -3.3227], [0.0685, -2.3251, 0.3455], [-5.0397, 2.0171, -2.9787], [1.8571, 1.4560, 2.6486], [-0.0222, 3.4561, -2.0255], [1.1527, -0.8316, -2.1525], [-1.4185, -0.0684, -1.6855], [2.0676, 0.2391, 2.1863], [-1.1871, -4.1757, 1.2775], [-1.9099, -1.8527, 1.5628], [-2.3851, -4.6073, 1.8970], [1.6592, 2.6150, -3.4653], [0.9882, -3.1712, -0.0606], [-3.9631, 1.6126, -3.1000], [1.1942, 3.4224, -4.5822], [-0.5317, 4.2970, -2.9979], [1.0654, 2.6557, -2.2701], [0.0504, 2.7310, 0.3375], [0.7235, 0.5380, 4.6041], [-3.3199, -3.6845, 2.2721], [1.4581, 1.7333, 4.0212], [-0.1777, -5.0572, 0.8287], [0.9194, -4.5560, 0.1871], [1.5849, -0.7009, 4.4299], [-2.0847, 0.5412, -2.4296], [-0.7836, 3.3657, -0.7770], [-3.0759, -2.3011, 2.1216], [1.8638, -1.2027, -4.6406], [-0.9856, -2.8034, 1.0589], [1.4585, -0.9824, -3.2426], [1.8165, -2.7508, -0.6136], [-2.5489, -5.6664, 2.0470], [1.7132, -5.1968, -0.1686], [-3.8023, -1.5825, 2.4803], [2.3414, 1.9632, 4.6238], [-0.7739, -0.1711, 1.9351], [-2.3107, 0.1611, 1.4227], [-0.2285, 0.4027, 4.0845], [0.5063, 0.6995, 5.6592], [-0.2907, -6.1211, 0.9981], [1.0347, -1.6050, 4.6910], [1.4565, 2.0740, -1.4416], [2.4651, -0.6446, 5.0769], [2.2364, -1.6933, 2.6388], [-1.0763, 4.3736, -0.4949], [0.8306, 2.6228, 3.9987], [-4.2496, -4.0054, 2.7220], [-1.6780, 2.7700, -0.9535], [1.6797, 2.1982, 1.9585], [-0.2577, 4.8223, -4.9398]], "forces_ev_per_a": [[-0.05, 0.14, 0.69], [-0.01, -0.04, -0.01], [0.05, 0.03, 0.01], [-0.01, -0.06, -0.12], [-0.06, -0.10, -0.01], [0.10, 0.01, 0.09], [-0.04, 0.36, -0.33], [0.11, 0.11, -0.04], [0.03, 0.01, 0.00], [-0.01, -0.04, 0.03], [-0.03, -0.07, -0.03], [0.02, 0.04, 0.05], [0.11, -0.03, -0.14], [0.15, 0.13, -0.19], [0.34, -0.29, -0.40], [0.00, 0.01, 0.02], [0.03, -0.11, 0.03], [0.08, -0.03, 0.05], [0.01, 0.12, -0.14], [-0.11, -0.07, 0.03], [0.06, 0.10, 0.04], [0.00, -0.17, -0.01], [-0.15, -0.09, 0.11], [-0.04, 0.10, 0.01], [-0.01, 0.06, -0.03], [-0.10, -0.11, 0.05], [-0.14, 0.00, 0.05], [-0.08, -0.12, -0.01], [0.00, 0.02, -0.12], [0.02, -0.03, 0.06], [-0.20, -0.12, 0.13], [0.00, 0.01, 0.03], [0.07, -0.04, -0.02], [0.02, -0.01, 0.01], [0.02, 0.04, -0.01], [-0.05, 0.05, 0.01], [0.02, 0.00, -0.01], [-0.02, -0.20, 0.11], [0.04, 0.06, -0.05], [0.06, 0.09, 0.06], [-0.21, 0.07, 0.08], [-0.06, 0.18, -0.02], [0.22, -0.03, 0.00], [0.04, 0.02, -0.01], [-0.01, 0.00, 0.01], [0.00, -0.01, 0.01], [-0.03, -0.02, 0.00], [-0.01, 0.01, 0.00], [-0.09, -0.08, 0.09], [-0.01, 0.01, -0.10], [-0.01, 0.01, 0.01], [0.01, 0.00, 0.00], [0.01, 0.00, -0.01], [0.00, 0.01, 0.01], [-0.05, -0.01, -0.05], [-0.01, 0.01, 0.00], [-0.01, -0.01, 0.00], [0.03, 0.00, 0.03], [-0.02, -0.01, 0.01], [0.00, 0.00, 0.00], [-0.04, 0.00, 0.01], [0.02, 0.10, -0.10], [-0.01, -0.01, 0.00]]}